Here is C5H5NS in the gas phase at a distorted geometry from OMol25. Energies are from wB97M-V/def2-TZVPD.

For the energy relative to the best compared isomer or geometry (same formula, charge and spin), the calculation gives 126.0 kJ/mol. For the gap between HOMO and LUMO, the calculation gives 8.12 eV. The electronic energy is -646.4048 Eh. The SMILES is S/C=C1\C=CC=N1. Its LUMO energy is -0.6 eV.

Structure (ORCA input):
```
! RIJCOSX wB97M-V def2-TZVPD def2/J DEFGRID3
* xyz 0 1
S 2.504 0.150 -0.002
C 1.062 -0.741 -0.013
C -0.220 -0.250 -0.003
C -0.769 1.090 -0.019
C -2.175 0.969 -0.004
C -2.397 -0.443 0.039
N -1.361 -1.207 -0.016
H 1.898 1.331 -0.023
H 1.142 -1.786 0.077
H -0.178 1.939 0.220
H -2.944 1.696 -0.125
H -3.466 -0.882 -0.011
*
```

Here is C4H8O2 in the gas phase from OMol25. Energies are from wB97M-V/def2-TZVPD.

For the energy relative to the best compared isomer or geometry (same formula, charge and spin), the calculation gives 230.2 kJ/mol. For the gap between HOMO and LUMO, the calculation gives 10.98 eV. The electronic energy is -307.6247 Eh. The SMILES is C[C@@]1(CO)CO1. Its LUMO energy is 0.9 eV.

Structure (ORCA input):
```
! RIJCOSX wB97M-V def2-TZVPD def2/J DEFGRID3
* xyz 0 1
C 1.200 1.070 -0.274
C 0.148 0.060 0.158
C -1.042 -0.237 -0.770
O -2.297 -0.283 -0.148
C 0.502 -1.115 0.945
O -0.038 0.037 1.574
H 1.243 1.904 0.436
H 0.999 1.493 -1.263
H 2.194 0.616 -0.294
H -0.890 -1.251 -1.161
H -1.005 0.444 -1.629
H -2.392 0.509 0.393
H 1.551 -1.366 1.058
H -0.204 -1.946 0.947
*
```

Here is C9H11N in the gas phase at a distorted geometry from OMol25. Energies are from wB97M-V/def2-TZVPD.

For the energy relative to the best compared isomer or geometry (same formula, charge and spin), the calculation gives 180.6 kJ/mol. For the gap between HOMO and LUMO, the calculation gives 8.08 eV. The electronic energy is -404.1813 Eh. The SMILES is CC(C)=C/C=C1/C=CC=N1. Its LUMO energy is -0.5 eV.

Structure (ORCA input):
```
! RIJCOSX wB97M-V def2-TZVPD def2/J DEFGRID3
* xyz 0 1
C 1.072 1.205 -0.641
C 1.490 -0.034 0.085
C 2.860 0.227 0.697
C 1.033 -1.245 0.126
C -0.314 -1.684 -0.150
C -1.338 -0.863 0.013
C -2.631 -0.864 -0.507
C -3.235 0.376 -0.170
C -2.193 1.039 0.507
N -1.138 0.344 0.646
H 1.358 2.040 -0.043
H 0.059 1.033 -0.866
H 1.765 1.408 -1.531
H 3.290 -0.780 1.003
H 2.663 0.810 1.612
H 3.432 0.766 -0.096
H 1.672 -1.978 0.490
H -0.367 -2.623 -0.582
H -2.943 -1.711 -1.122
H -4.268 0.580 -0.407
H -2.268 1.955 0.936
*
```